Formula: C3H11N2S
Source: the OMol25 dataset
Level of theory: ωB97M-V/def2-TZVPD

As for the spin multiplicity: 1. The value obtained for the energy above the lowest of the compared OMol25 structures with the same formula, charge and spin is 87.9 kcal per mole. The calculation puts the highest occupied orbital energy at -13.5 eV. Its total charge is +1. For the LUMO energy, the calculation gives -3.57 eV.

Last column: Mulliken charge in e.
Positions of all 17 atoms, in Å:
C (2.08, 0.66, -0.07)  -1.234
C (0.51, 0.68, -0.04)  -0.553
C (0.01, -0.58, 0.60)  0.023
N (-2.11, -0.17, 0.86)  -0.548
N (0.09, -1.71, -0.04)  -0.259
S (-3.07, 0.53, -0.23)  0.034
H (2.42, 0.76, 1.00)  0.320
H (2.37, 1.60, -0.52)  0.382
H (2.54, -0.18, -0.51)  0.382
H (0.18, 1.69, 0.40)  0.306
H (0.36, 0.73, -1.05)  0.390
H (-0.02, -0.54, 1.62)  0.446
H (-2.20, 0.11, 1.83)  0.277
H (-2.12, 0.57, -1.37)  0.227
H (0.46, -1.58, -0.98)  0.295
H (0.13, -2.59, 0.46)  0.274
H (-3.81, -0.58, -0.64)  0.238


Formula: C12H15AsCl5NO3Pt
Source: the OMol25 dataset
Level of theory: ωB97M-V/def2-TZVPD

As for the spin multiplicity: 1. The calculation puts the highest occupied orbital energy at -7.7 eV. For the LUMO energy, the calculation gives 0.02 eV.

Last column: Mulliken charge in e.
Positions of all 38 atoms, in Å:
Pt (0.15, 0.04, -0.04)  1.015
N (0.19, 0.16, 2.59)  -0.428
C (-0.43, 1.49, 2.65)  -0.623
C (0.32, 2.52, 1.76)  -0.477
C (-0.31, 2.81, 0.39)  0.573
O (-0.65, 3.94, 0.10)  -0.702
O (-0.50, 1.83, -0.49)  -0.770
H (-0.39, -0.55, 3.01)  0.192
H (1.10, 0.13, 3.05)  0.219
H (-0.48, 1.87, 3.67)  0.407
H (-1.45, 1.37, 2.29)  0.302
H (1.34, 2.18, 1.61)  0.246
H (0.36, 3.48, 2.27)  0.317
Cl (2.45, 2.70, -1.43)  -0.148
C (3.00, 1.20, -0.80)  0.749
C (2.09, 0.25, -0.35)  -0.771
C (2.64, -0.95, 0.06)  0.697
Cl (1.35, -2.10, 0.43)  -0.273
C (3.98, -1.27, 0.12)  -0.472
Cl (4.49, -2.82, 0.65)  -0.192
C (4.87, -0.28, -0.28)  0.565
Cl (6.57, -0.59, -0.21)  -0.185
C (4.38, 0.94, -0.75)  -0.029
Cl (5.50, 2.13, -1.29)  -0.176
C (-2.07, -3.02, -1.03)  -1.053
As (-2.65, -1.19, -0.97)  0.723
C (-2.27, -0.39, -2.66)  -1.032
C (-4.55, -1.19, -0.71)  -1.085
O (-1.95, -0.35, 0.29)  -0.796
H (-2.61, -3.56, -1.80)  0.405
H (-2.24, -3.48, -0.06)  0.334
H (-1.00, -3.03, -1.25)  0.313
H (-2.78, -0.93, -3.45)  0.435
H (-1.19, -0.41, -2.81)  0.302
H (-2.60, 0.65, -2.62)  0.339
H (-5.03, -1.79, -1.47)  0.386
H (-4.90, -0.16, -0.76)  0.341
H (-4.77, -1.59, 0.28)  0.353


Formula: C34H45Br2F12N3O17S
Source: the OMol25 dataset
Level of theory: ωB97M-V/def2-TZVPD

As for the spin multiplicity: 1. The calculation puts the highest occupied orbital energy at -8.7 eV. For the LUMO energy, the calculation gives -0.78 eV.

Last column: Mulliken charge in e.
Positions of all 114 atoms, in Å:
C (6.94, 1.82, -2.14)  -0.859
C (5.79, 1.33, -2.65)  -0.572
C (4.49, 1.48, -2.00)  0.531
N (4.50, 1.60, -0.69)  -0.201
C (3.27, 1.71, -0.11)  -0.999
C (3.18, 1.87, 1.29)  1.177
C (4.43, 1.95, 2.13)  -0.672
O (4.35, 3.04, 3.07)  -0.223
N (4.34, 4.26, 2.40)  0.255
O (3.84, 5.09, 3.04)  -0.385
C (1.96, 1.96, 1.90)  -0.753
C (0.76, 1.91, 1.16)  0.938
C (-0.57, 2.02, 1.87)  -0.635
C (-1.68, 2.72, 1.06)  -1.628
C (-2.55, 1.73, 0.26)  0.320
F (-2.01, 0.49, 0.22)  -0.146
Br (-4.25, 1.50, 1.22)  -0.137
C (-2.89, 2.23, -1.20)  0.717
F (-2.05, 3.21, -1.58)  -0.193
F (-4.14, 2.68, -1.32)  -0.191
Br (-2.71, 0.77, -2.49)  -0.121
C (0.84, 1.76, -0.20)  0.038
C (2.08, 1.67, -0.85)  -0.483
N (2.09, 1.55, -2.22)  -0.372
C (3.26, 1.48, -2.77)  0.633
C (3.32, 1.38, -4.28)  -1.060
C (2.12, 1.99, -5.01)  -1.460
C (2.00, 3.50, -5.01)  0.976
F (1.78, 3.98, -3.77)  -0.229
F (0.88, 3.79, -5.73)  -0.382
C (3.17, 4.27, -5.76)  0.453
F (3.83, 3.37, -6.51)  -0.270
F (2.65, 5.15, -6.61)  -0.291
S (4.43, 5.21, -4.68)  1.374
F (3.25, 6.04, -4.05)  -0.300
F (4.34, 4.10, -3.55)  -0.197
F (5.66, 4.42, -5.31)  -0.315
F (4.62, 6.31, -5.81)  -0.334
F (5.44, 6.01, -3.77)  -0.315
H (7.81, 1.17, -2.08)  0.261
H (7.08, 2.86, -1.84)  0.274
H (5.81, 0.79, -3.60)  0.468
H (5.31, 2.11, 1.51)  0.435
H (4.58, 1.05, 2.73)  0.187
H (1.92, 2.08, 2.98)  0.627
H (-0.40, 2.65, 2.74)  0.513
H (-0.90, 1.05, 2.25)  0.365
H (-2.32, 3.26, 1.76)  0.720
H (-1.20, 3.45, 0.42)  0.412
H (-0.04, 1.71, -0.82)  0.319
H (3.33, 0.31, -4.52)  0.551
H (4.24, 1.79, -4.69)  0.355
H (2.08, 1.66, -6.04)  0.474
H (1.20, 1.66, -4.52)  0.433
C (5.80, -2.22, 7.22)  -0.648
O (6.05, -1.32, 6.13)  -0.303
C (5.82, -0.04, 6.41)  0.779
O (5.45, 0.39, 7.47)  -0.545
O (6.09, 0.68, 5.32)  -0.297
C (5.89, 2.09, 5.47)  -0.683
H (6.02, -3.21, 6.85)  0.215
H (6.45, -1.99, 8.06)  0.301
H (4.76, -2.16, 7.53)  0.297
H (6.55, 2.49, 6.24)  0.450
H (4.85, 2.30, 5.71)  0.297
H (6.14, 2.54, 4.52)  0.141
C (1.41, -4.49, 1.09)  -0.585
O (2.69, -4.16, 0.55)  -0.354
C (3.11, -2.93, 0.84)  0.795
O (2.51, -2.12, 1.51)  -0.547
O (4.30, -2.75, 0.28)  -0.371
C (4.86, -1.45, 0.52)  -0.212
H (1.20, -5.51, 0.78)  0.214
H (1.43, -4.45, 2.18)  0.285
H (0.65, -3.82, 0.71)  0.266
H (5.01, -1.29, 1.59)  0.273
H (4.21, -0.68, 0.12)  -0.061
H (5.82, -1.41, 0.02)  0.275
C (-7.41, 4.22, -0.21)  -0.577
O (-8.77, 4.01, 0.20)  -0.322
C (-8.96, 2.90, 0.92)  0.777
O (-8.10, 2.11, 1.23)  -0.526
O (-10.25, 2.82, 1.24)  -0.337
C (-10.59, 1.67, 2.01)  -0.622
H (-7.41, 5.14, -0.78)  0.274
H (-6.76, 4.32, 0.66)  0.273
H (-7.07, 3.40, -0.84)  0.263
H (-10.06, 1.67, 2.96)  0.293
H (-10.36, 0.76, 1.46)  0.293
H (-11.66, 1.73, 2.19)  0.216
C (-4.25, -2.06, -1.25)  -0.557
O (-4.33, -3.46, -1.51)  -0.261
C (-5.03, -3.78, -2.60)  0.687
O (-5.57, -3.02, -3.35)  -0.554
O (-5.03, -5.12, -2.71)  -0.254
C (-5.75, -5.61, -3.84)  -0.745
H (-3.66, -1.95, -0.35)  0.270
H (-3.75, -1.54, -2.07)  0.085
H (-5.24, -1.63, -1.10)  0.374
H (-5.31, -5.24, -4.77)  0.311
H (-6.80, -5.32, -3.79)  0.335
H (-5.66, -6.69, -3.81)  0.229
C (-4.19, -9.47, 2.80)  -0.626
O (-5.27, -8.71, 2.25)  -0.336
C (-4.88, -7.73, 1.43)  0.738
O (-3.74, -7.47, 1.14)  -0.543
O (-5.97, -7.11, 1.00)  -0.352
C (-5.70, -6.02, 0.09)  -0.598
H (-4.64, -10.22, 3.44)  0.212
H (-3.62, -9.96, 2.01)  0.293
H (-3.53, -8.84, 3.39)  0.291
H (-5.20, -6.38, -0.80)  0.311
H (-5.11, -5.26, 0.58)  0.294
H (-6.67, -5.60, -0.18)  0.323